C31H52BCaF4N5S2Si2 as an isolated structure. Source: the OMol25 dataset; level of theory: wB97M-V/def2-TZVPD.

2S+1: 1
DFT total energy in Eh: -3963.94863
ΔE to the lowest compared entry with this formula, charge and spin in kcal/mol: 4.6

Atoms and positions in Å:
H  -6.5872  -4.0166  -1.5176
H  1.1572  -3.6466  -4.2774
C  -6.6643  0.9340  0.0611
H  -1.6233  -4.2454  2.4879
H  -5.1592  -3.7117  -5.5411
H  2.2085  -0.5358  3.4348
F  -0.9147  0.0002  -4.2843
H  3.1896  0.9612  1.8187
H  3.7484  -2.6897  -3.1843
H  1.0550  -6.1192  0.8689
H  -5.1227  3.9078  -0.3019
H  -0.6618  -6.4798  1.0933
H  1.7246  -2.9917  0.4546
H  -0.1045  3.2173  1.6611
C  3.1962  -2.3126  -2.3199
H  0.0342  -6.4517  -0.5269
C  0.0574  -5.9635  0.4501
H  -4.6610  2.9520  2.3453
H  -3.8716  -2.4814  0.0137
C  -7.6800  4.2824  1.6008
H  0.0555  -3.7745  2.7548
C  -7.2818  4.3593  3.9689
C  1.8940  -0.6725  2.3905
C  -5.9817  3.3181  0.0083
C  -1.9254  -4.0500  -0.7259
H  3.3158  -5.2993  -2.6974
H  -9.0640  5.0901  3.0262
C  -5.9093  -3.5811  -2.2437
H  -8.3219  4.4843  0.7506
C  -8.0983  4.6235  2.8814
C  -4.9641  -2.6534  -1.8310
C  -0.8074  -3.6318  2.0959
H  -7.5777  1.3887  -0.3216
N  0.3885  1.8762  0.0715
H  -3.3386  -1.3823  -2.4494
H  -0.1325  -0.6457  2.6206
H  -7.6054  4.6228  4.9674
C  2.9563  -0.0514  1.4835
N  -5.0266  -0.7885  -0.2686
C  -5.9793  -3.9651  -3.5778
B  -0.6634  0.3966  -3.0096
H  -2.2116  -3.0224  -0.9639
C  -4.3074  1.5165  -0.0961
C  -4.1609  -2.4792  -4.0943
H  1.4593  1.6996  2.6999
C  -6.4437  3.6848  1.3987
H  -6.7861  3.4872  -0.7107
H  -0.0818  -4.3797  -3.2646
H  1.8283  -1.7441  2.2019
H  -6.8366  0.6551  1.1054
H  2.8418  -1.3103  -2.5769
C  0.4579  1.3212  2.4880
C  2.7404  1.2942  -0.5943
H  3.8831  -0.6218  1.5923
H  1.7949  3.2027  -0.8002
N  -5.5937  1.9118  -0.0579
H  1.9139  -6.0073  -1.8913
H  3.9216  -2.2402  -1.5000
C  -4.0886  -2.1011  -2.7648
C  -4.0768  0.0253  0.1811
H  -6.1882  0.0201  -1.8313
C  -0.1893  2.1553  1.3907
H  -1.1278  -2.5900  2.1747
Si  -0.3570  -4.1218  0.3209
C  1.7675  2.3665  -0.0974
H  -5.4056  3.5454  4.6213
H  -6.7142  -4.6955  -3.8905
C  -5.6277  3.4198  2.4965
H  -2.7658  -4.5297  -0.2131
H  -3.4692  -2.0533  -4.8096
Ca  0.1603  -0.6000  -0.4318
Si  1.7838  -3.5002  -1.8752
F  0.6670  -0.0303  -2.5810
C  2.6362  -5.1895  -1.8475
C  0.9392  -3.0118  -0.3244
H  -0.1105  1.4550  3.4129
C  -5.1066  -3.4135  -4.5020
H  2.1141  2.7646  0.8600
H  3.7661  1.6695  -0.4777
H  -1.7873  -4.5700  -1.6761
N  2.5364  0.0091  0.0800
F  -1.5219  -0.2814  -2.0634
H  2.9839  -0.7262  -0.4537
C  0.6028  -3.5311  -3.3416
N  0.5682  -0.1020  2.1318
S  -3.0383  2.4864  -0.4577
H  3.2200  -5.3222  -0.9323
H  0.0020  -2.6228  -3.4252
H  -1.2479  1.9111  1.3291
H  2.5794  1.1189  -1.6583
H  -0.2113  2.2606  -0.6523
H  -7.0328  -1.0467  -0.7065
C  -6.2862  -0.2571  -0.7784
S  -2.7198  -0.5061  0.9880
F  -0.7463  1.7632  -2.8081
C  -6.0458  3.7540  3.7738
H  -5.6042  -2.7375  0.2334
C  -4.8534  -2.2410  -0.3855

Okay, here come the Löwdin numbers, in e, for every atom: 0.110 0.033 -0.108 0.028 0.102 0.122 0.189 0.104 0.030 0.026 0.076 0.022 -0.025 0.124 -0.192 0.017 -0.194 0.110 0.044 -0.044 0.027 -0.089 -0.206 -0.125 -0.177 0.022 0.103 -0.045 0.111 -0.082 -0.228 -0.195 0.135 -0.124 0.102 0.082 0.102 -0.184 -0.095 -0.083 -1.255 -0.007 -0.716 -0.053 0.100 -0.210 0.128 0.019 0.093 0.143 0.009 -0.194 -0.198 0.126 0.127 -0.121 0.012 0.025 -0.029 -0.678 0.147 -0.250 -0.039 0.332 -0.177 0.105 0.101 -0.030 0.040 0.111 1.268 0.347 -0.030 -0.193 -0.483 0.125 -0.082 0.107 0.122 0.029 -0.130 -0.032 0.064 -0.168 -0.116 0.811 0.026 0.017 0.011 0.108 0.065 0.137 -0.099 0.736 0.130 -0.074 0.137 -0.120